Record 1
15
Properties=species:S:1:pos:R:3:lowdin_charge:R:1 method="wB97M-V/def2-TZVPD" energy_ev=-12629.9138 gap_ev=10.67 total_charge=+1
C 0.004 0.709 -2.050 -0.0594
C 0.802 0.968 -1.063 -0.0514
C 0.137 0.339 0.768 -0.3989
N -1.343 0.388 0.690 0.1074
Si 1.018 -1.348 0.849 0.6806
H 0.129 1.112 -3.133 0.1165
H -0.957 0.103 -2.121 0.0873
H 1.628 1.640 -0.895 0.0809
H 0.469 1.222 1.466 0.1216
H -1.670 -0.219 1.489 0.1823
H -1.484 0.088 -0.227 0.0737
H -1.710 1.383 1.000 0.2296
H 2.417 -0.791 0.457 -0.0118
H 0.981 -2.293 2.022 -0.0611
H 0.424 -1.899 -0.257 -0.0971


Record 2
14
Properties=species:S:1:pos:R:3:lowdin_charge:R:1 method="wB97M-V/def2-TZVPD" energy_ev=-5319.0199 gap_ev=11.44
C 1.567 0.679 0.029 -0.2159
C 1.972 -0.732 -0.208 -0.1608
H 0.976 1.171 -0.785 0.0732
H 0.970 0.917 0.876 0.0515
H 2.461 1.262 0.135 0.0581
H 2.883 -0.936 0.366 0.0750
H 2.147 -0.673 -1.314 0.0830
H 1.086 -1.397 -0.111 0.0641
C -2.093 0.602 0.059 -0.1023
O -1.445 -0.686 0.228 -0.0791
H -0.829 -0.734 -0.369 -0.0638
H -2.959 0.561 -0.519 0.0433
H -1.332 1.268 -0.429 0.0900
H -2.516 0.761 1.047 0.0838


Record 3
14
Properties=species:S:1:pos:R:3:lowdin_charge:R:1 method="wB97M-V/def2-TZVPD" energy_ev=-5320.4210 gap_ev=11.60
C -0.056 -1.637 -0.140 -0.1247
C 0.139 -0.204 -0.622 -0.3333
C 1.472 0.435 -0.257 -0.1169
H 0.857 -2.203 -0.348 0.0647
H -0.892 -2.115 -0.643 0.0647
H -0.140 -1.627 0.950 0.0735
H -0.689 0.387 -0.207 0.0615
H -0.047 -0.171 -1.701 0.0955
H 1.858 0.994 -1.107 0.0635
H 1.409 1.120 0.585 0.0609
H 2.226 -0.290 0.072 0.0678
H -2.625 1.377 0.729 0.0381
H -1.600 2.421 1.335 0.0415
O -1.911 1.512 1.353 -0.0568


Record 4
14
Properties=species:S:1:pos:R:3:lowdin_spin:R:1 method="wB97M-V/def2-TZVPD" energy_ev=-5309.1202 gap_ev="9.54 / 3.29" total_charge=+1 multiplicity=2 s_squared=0.7543
C -2.305 -0.964 -1.746 0.0001
C -2.279 -1.387 -0.278 0.0007
H -1.570 -1.524 -2.333 0.0000
H -3.219 -1.145 -2.296 0.0001
H -2.016 0.082 -1.838 0.0000
H -1.745 -2.318 -0.089 0.0000
H -3.276 -1.639 0.096 0.0002
H -1.912 -0.568 0.335 0.0002
C 1.691 1.305 0.691 0.1706
O 2.862 1.042 1.418 0.6779
H 1.079 0.386 0.816 0.0877
H 1.882 1.464 -0.364 0.0013
H 1.094 2.027 1.257 0.0596
H 3.633 1.119 0.772 0.0015


Record 5
15
Properties=species:S:1:pos:R:3:lowdin_charge:R:1 method="wB97M-V/def2-TZVPD" energy_ev=-7366.9830 gap_ev=10.79
C 0.961 -0.140 2.163 -0.0593
C 0.179 -0.612 0.903 -0.4459
C 0.827 -1.822 0.208 -0.0771
O -1.291 -0.793 1.140 -0.1030
H 0.269 0.487 2.746 0.0793
H 1.272 -1.049 2.729 0.0835
H 1.763 0.499 1.940 0.0509
H 0.096 0.327 0.249 0.1430
H 1.452 -1.522 -0.667 0.0844
H 1.153 -2.698 0.926 0.1196
H -0.010 -2.248 -0.381 0.0577
H -1.672 -1.230 0.364 0.0670
H -2.004 3.430 -4.756 0.0438
H -1.759 3.919 -3.429 0.0552
O -1.236 3.452 -4.137 -0.0990


Record 6
15
Properties=species:S:1:pos:R:3:lowdin_charge:R:1 method="wB97M-V/def2-TZVPD" energy_ev=-7366.8469 gap_ev=11.01
C 0.051 0.688 0.501 -0.3201
O -1.287 0.866 0.280 -0.1083
C 0.746 -0.167 -0.605 -0.1968
C 2.214 0.319 -0.812 -0.1028
H 0.462 1.701 0.752 0.1196
H 0.003 0.191 1.475 0.1144
H -1.591 0.918 -0.673 0.1196
H 0.543 -1.202 -0.510 0.0893
H 0.270 0.134 -1.576 0.1039
H 2.893 -0.387 -0.534 0.0162
H 2.287 0.352 -1.922 0.0711
H 2.508 1.367 -0.410 0.1070
H -3.354 -0.874 1.441 -0.0199
H -2.525 -2.136 1.015 0.0396
O -3.221 -1.769 1.578 -0.0330


Record 7
17
Properties=species:S:1:pos:R:3:lowdin_charge:R:1 method="wB97M-V/def2-TZVPD" energy_ev=-29034.1899 gap_ev=4.33
C 0.531 -1.182 -0.685 -0.2448
C -0.288 -0.994 0.582 -0.2870
O -0.084 0.323 1.051 -0.1291
C 1.867 -0.443 -0.637 -0.5790
S 3.082 -0.949 -1.896 0.6946
S -2.701 1.597 2.119 0.3717
H -0.051 -0.683 -1.448 0.0997
H 0.705 -2.204 -1.019 0.1026
H -1.336 -1.177 0.341 0.0990
H 0.008 -1.752 1.335 0.1214
H -0.822 0.619 1.592 -0.1125
H 2.349 -0.591 0.317 0.0665
H 1.738 0.605 -0.612 0.0502
H 3.960 -1.458 -1.035 -0.1628
H -3.455 1.156 -0.832 0.0578
H -2.189 1.386 -0.079 -0.0893
O -2.566 0.778 -0.721 -0.0590


Record 8
17
Properties=species:S:1:pos:R:3:lowdin_charge:R:1 method="wB97M-V/def2-TZVPD" energy_ev=-20249.7855 gap_ev=10.13
O 0.693 -2.518 -2.190 0.0758
C 0.440 -1.384 -1.917 -0.2826
C -0.436 -0.909 -0.752 -0.2788
C -1.856 -0.719 -1.269 -0.5207
S -2.863 -0.090 0.186 0.6683
H 0.643 -0.430 -2.458 0.1287
H -0.522 -1.561 0.126 0.1024
H 0.103 -0.025 -0.394 0.1129
H -2.280 -1.689 -1.487 0.0734
H -1.838 0.014 -2.068 0.0732
H -4.037 -0.178 -0.479 -0.1504
H 1.662 6.156 3.985 0.0546
H 0.729 5.766 2.847 0.0226
O 1.664 5.842 3.047 -0.0772
H 2.147 -3.192 1.308 0.0292
H 2.899 -2.542 0.274 0.0290
O 2.851 -2.541 1.240 -0.0605